(1)
The following is a quantum chemistry calculation of C5H8N2 in the gas phase, from the Open Molecules 2025 dataset.

Properties
Frontier orbital gap, eV: 8.59
Energy relative to the best compared isomer or geometry (same formula, charge and spin), kcal/mol: 9.2
Molar mass, g mol⁻¹: 96.13
Calculated total energy, eV: -8294.5974
Highest occupied orbital energy, eV: -7.6
Charge: 0

Bonds (Å) are listed after each position.
Element x y z (Å)
1 C -0.25 1.85 0.27  N2 1.447, H8 1.091, H9 1.092, H10 1.089
2 N -0.38 0.41 0.18  C1 1.447, C3 1.377, C6 1.377
3 C -1.06 -0.36 1.10  N2 1.377, C4 1.367, H11 1.082
4 C -0.73 -1.67 0.90  C3 1.367, C5 1.428, H12 1.083
5 C 0.21 -1.71 -0.17  C4 1.428, C6 1.377, H13 1.083
6 C 0.41 -0.41 -0.59  N2 1.377, C5 1.377, N7 1.416
7 N 1.18 0.15 -1.64  C6 1.416, H14 1.016, H15 1.013
8 H 0.33 2.21 -0.58  C1 1.091
9 H -1.23 2.32 0.24  C1 1.092
10 H 0.25 2.13 1.20  C1 1.089
11 H -1.75 0.11 1.79  C3 1.082
12 H -1.12 -2.51 1.46  C4 1.083
13 H 0.66 -2.59 -0.61  C5 1.083
14 H 1.99 0.65 -1.30  N7 1.016
15 H 1.50 -0.58 -2.26  N7 1.013

***

(2)
The following is a quantum chemistry calculation of C5H8N2 in the gas phase in a non-equilibrium geometry, from the Open Molecules 2025 dataset.

Properties
Frontier orbital gap, eV: 8.29
Energy relative to the best compared isomer or geometry (same formula, charge and spin), kcal/mol: 103.3
Molar mass, g mol⁻¹: 96.13
Calculated total energy, eV: -8290.5189
Highest occupied orbital energy, eV: -8.6
Charge: 0

Bonds (Å) are listed after each position.
Element x y z (Å)
1 C 1.86 -0.20 -0.88  C2 1.474, H8 1.102, H9 1.106, H10 1.095
2 C 1.17 0.62 0.13  C1 1.474, C3 1.499
3 C -0.19 1.06 -0.33  C2 1.499, N4 1.465, H12 1.109, H13 1.104
4 N -1.13 0.91 0.79  C3 1.465, C5 1.453, H14 1.016
5 C -1.03 -0.44 1.33  N4 1.453, C6 1.488, H11 1.099, H15 1.093
6 C -1.29 -1.51 0.33  C5 1.488, N7 1.158
7 N -1.45 -2.29 -0.51  C6 1.158
8 H 1.22 -0.79 -1.55  C1 1.102
9 H 2.38 0.56 -1.50  C1 1.106
10 H 2.65 -0.82 -0.45  C1 1.095
11 H 0.00 -0.56 1.69  C5 1.099
12 H -0.57 0.57 -1.25  C3 1.109
13 H -0.07 2.13 -0.55  C3 1.104
14 H -2.07 1.09 0.48  N4 1.016
15 H -1.70 -0.57 2.18  C5 1.093

***

(3)
The following is a quantum chemistry calculation of C5H8N2 in the gas phase in a non-equilibrium geometry, from the Open Molecules 2025 dataset.

Properties
Frontier orbital gap (alpha / beta), eV: 7.27 / 7.28
Energy relative to the best compared isomer or geometry (same formula, charge and spin), kcal/mol: 136.5
Molar mass, g mol⁻¹: 96.13
Calculated total energy, eV: -8289.0770
Highest occupied orbital energy (alpha / beta), eV: -7.9 / -7.9
Charge: 0

Bonds (Å) are listed after each position.
Element x y z (Å)
1 C 0.41 -1.39 -1.46  C2 1.513, H8 1.095, H9 1.095, H10 1.096
2 C 0.61 0.11 -1.34  C1 1.513, C3 1.495, N6 1.414, H11 1.097
3 C -0.39 1.06 -0.77  C2 1.495, C4 1.444, N6 1.448, H12 1.086
4 C -1.35 0.56 0.18  C3 1.444, N5 1.201
5 N -1.79 0.27 1.26  C4 1.201, C7 1.792
6 N 0.87 0.77 -0.12  C2 1.414, C3 1.448
7 C -0.37 0.25 2.36  N5 1.792, H13 1.084, H14 1.113, H15 1.080
8 H -0.30 -1.77 -0.72  C1 1.095
9 H 0.05 -1.64 -2.46  C1 1.095
10 H 1.37 -1.90 -1.31  C1 1.096
11 H 1.13 0.54 -2.20  C2 1.097
12 H -0.61 2.03 -1.20  C3 1.086
13 H 0.31 0.62 1.61  C7 1.084
14 H -0.22 0.78 3.33  C7 1.113
15 H -0.40 -0.82 2.53  C7 1.080

***

(4)
The following is a quantum chemistry calculation of C5H8N2 in the gas phase in a non-equilibrium geometry, from the Open Molecules 2025 dataset.

Properties
Frontier orbital gap, eV: 10.35
Energy relative to the best compared isomer or geometry (same formula, charge and spin), kcal/mol: 78.6
Molar mass, g mol⁻¹: 96.13
Calculated total energy, eV: -8291.5898
Highest occupied orbital energy, eV: -9.3
Charge: 0

Bonds (Å) are listed after each position.
Element x y z (Å)
1 C -1.22 -1.68 -0.53  C2 1.323, H8 1.084, H9 1.087
2 C -0.26 -0.79 -0.75  C1 1.323, C3 1.503, H10 1.092
3 C 0.67 -0.26 0.31  C2 1.503, N4 1.443, C5 1.470, H11 1.099
4 N 2.03 -0.62 0.00  C3 1.443, H12 1.014, H13 1.017
5 C 0.32 1.16 0.37  C3 1.470, N6 1.244, C7 1.429
6 N 0.69 2.35 0.32  C5 1.244, C7 1.769
7 C -0.97 1.77 0.53  C5 1.429, N6 1.769, H14 1.085, H15 1.103
8 H -1.80 -2.08 -1.35  C1 1.084
9 H -1.40 -2.08 0.46  C1 1.087
10 H -0.07 -0.40 -1.75  C2 1.092
11 H 0.38 -0.66 1.29  C3 1.099
12 H 2.63 -0.20 0.70  N4 1.014
13 H 2.26 -0.19 -0.89  N4 1.017
14 H -1.34 1.89 1.54  C7 1.085
15 H -1.74 1.89 -0.24  C7 1.103

***

(5)
The following is a quantum chemistry calculation of C5H8N2 in the gas phase in a non-equilibrium geometry, from the Open Molecules 2025 dataset.

Properties
Frontier orbital gap, eV: 9.89
Energy relative to the best compared isomer or geometry (same formula, charge and spin), kcal/mol: 64.9
Molar mass, g mol⁻¹: 96.13
Calculated total energy, eV: -8292.1817
Highest occupied orbital energy, eV: -8.9
Charge: 0

Bonds (Å) are listed after each position.
Element x y z (Å)
1 C -0.08 2.50 0.24  C2 1.484, H8 1.093, H9 1.090, H10 1.097
2 C 0.03 1.04 0.04  C1 1.484, C3 1.409, N7 1.336
3 C 0.79 0.39 -0.96  C2 1.409, C4 1.363, H11 1.077
4 C 0.36 -0.91 -0.89  C3 1.363, N5 1.370, H12 1.083
5 N -0.45 -0.99 0.22  C4 1.370, C6 1.434, N7 1.327
6 C -0.38 -2.32 0.75  N5 1.434, H13 1.120, H14 1.088, H15 1.209
7 N -0.68 0.18 0.78  C2 1.336, N5 1.327
8 H 0.83 3.01 -0.10  C1 1.093
9 H -0.23 2.71 1.30  C1 1.090
10 H -0.93 2.91 -0.31  C1 1.097
11 H 1.48 0.81 -1.66  C3 1.077
12 H 0.09 -1.55 -1.71  C4 1.083
13 H -1.36 -2.67 1.16  C6 1.120
14 H 0.37 -2.45 1.53  C6 1.088
15 H 0.38 -2.55 -0.16  C6 1.209

***

(6)
The following is a quantum chemistry calculation of C5H8N2 in the gas phase, from the Open Molecules 2025 dataset.

Properties
Frontier orbital gap, eV: 9.86
Energy relative to the best compared isomer or geometry (same formula, charge and spin), kcal/mol: 13.9
Molar mass, g mol⁻¹: 96.13
Calculated total energy, eV: -8294.3922
Highest occupied orbital energy, eV: -8.9
Charge: 0

Bonds (Å) are listed after each position.
Element x y z (Å)
1 C 2.44 -0.31 0.03  C2 1.498, H8 1.095, H9 1.096, H10 1.095
2 C 1.02 0.14 0.17  C1 1.498, C3 1.416, C7 1.373
3 C 0.45 1.40 0.49  C2 1.416, N4 1.329, H11 1.085
4 N -0.87 1.38 0.44  C3 1.329, N5 1.340
5 N -1.18 0.12 0.12  N4 1.340, C6 1.444, C7 1.351
6 C -2.51 -0.26 -0.31  N5 1.444, H12 1.094, H13 1.091, H14 1.093
7 C -0.08 -0.65 -0.05  C2 1.373, N5 1.351, H15 1.082
8 H 3.04 0.40 -0.55  C1 1.095
9 H 2.46 -1.26 -0.51  C1 1.096
10 H 2.93 -0.46 1.00  C1 1.095
11 H 0.96 2.32 0.75  C3 1.085
12 H -2.72 0.17 -1.29  C6 1.094
13 H -3.26 0.06 0.41  C6 1.091
14 H -2.53 -1.35 -0.39  C6 1.093
15 H -0.16 -1.70 -0.31  C7 1.082

***

(7)
The following is a quantum chemistry calculation of C5H8N2 in the gas phase, from the Open Molecules 2025 dataset.

Properties
Frontier orbital gap, eV: 9.36
Energy relative to the best compared isomer or geometry (same formula, charge and spin), kcal/mol: 56.1
Molar mass, g mol⁻¹: 96.13
Calculated total energy, eV: -8292.5654
Highest occupied orbital energy, eV: -8.5
Charge: 0

Bonds (Å) are listed after each position.
Element x y z (Å)
1 C 2.34 -0.47 -0.03  C2 1.492, H8 1.097, H9 1.093, H10 1.096
2 C 0.90 -0.08 -0.02  C1 1.492, C3 1.334, N7 1.433
3 C -0.22 -0.77 -0.27  C2 1.334, C4 1.504, H11 1.083
4 C -1.37 0.13 0.09  C3 1.504, N5 1.447, C6 1.514, H14 1.120
5 N -2.59 0.01 -0.68  C4 1.447, H12 1.016, H13 1.016
6 C -0.80 1.52 0.32  C4 1.514, N7 1.331
7 N 0.50 1.25 0.34  C2 1.433, C6 1.331, H15 1.012
8 H 2.76 -0.44 0.99  C1 1.097
9 H 2.45 -1.48 -0.41  C1 1.093
10 H 2.94 0.21 -0.65  C1 1.096
11 H -0.28 -1.80 -0.60  C3 1.083
12 H -3.17 0.82 -0.48  N5 1.016
13 H -3.10 -0.81 -0.38  N5 1.016
14 H -1.53 -0.04 1.18  C4 1.120
15 H 1.18 1.95 0.60  N7 1.012

***

(8)
The following is a quantum chemistry calculation of C5H8N2 in the gas phase in a non-equilibrium geometry, from the Open Molecules 2025 dataset.

Properties
Frontier orbital gap, eV: 8.12
Energy relative to the best compared isomer or geometry (same formula, charge and spin), kcal/mol: 38.0
Molar mass, g mol⁻¹: 96.13
Calculated total energy, eV: -8293.3483
Highest occupied orbital energy, eV: -7.2
Charge: 0

Bonds (Å) are listed after each position.
Element x y z (Å)
1 C -2.50 -0.04 0.02  C2 1.523, H8 1.094, H9 1.099, H10 1.100
2 C -0.97 -0.10 0.04  C1 1.523, C3 1.359, C7 1.440
3 C -0.29 1.06 -0.17  C2 1.359, N4 1.358, H11 1.071
4 N 1.05 0.81 -0.17  C3 1.358, C5 1.364, H12 1.009
5 C 1.35 -0.51 0.02  N4 1.364, N6 1.459, C7 1.515
6 N 2.79 -0.59 0.26  C5 1.459, H13 1.012, H14 1.026
7 C -0.01 -1.15 0.21  C2 1.440, C5 1.515, H15 1.111
8 H -3.01 -1.00 -0.09  C1 1.094
9 H -2.89 0.43 0.93  C1 1.099
10 H -2.82 0.60 -0.81  C1 1.100
11 H -0.65 2.02 -0.47  C3 1.071
12 H 1.72 1.55 -0.07  N4 1.009
13 H 3.44 -1.25 -0.16  N6 1.012
14 H 3.27 0.31 0.37  N6 1.026
15 H -0.47 -2.15 0.10  C7 1.111

***

> Which value of energy relative to the best compared isomer or geometry (same formula, charge and spin) does entry 3 give?

136.5 kcal/mol

***

> Which of these has the highest energy relative to the best compared isomer or geometry (same formula, charge and spin)?

number 3

***

> Look up the charge of the eighth one.

0